*a*
{
  "formula": "H12O6",
  "method": "ωB97M-V/def2-TZVPD",
  "smiles": "O.O.O.O.O.O",
  "e_lumo_ha": -0.0180,
  "symbols": ["O", "H", "H", "O", "H", "H", "O", "H", "H", "O", "H", "H", "O", "H", "H", "O", "H", "H"],
  "xyz": [[0.9493, -0.5457, -2.2705], [0.8405, -0.0514, -1.4406], [1.7030, -0.1666, -2.5804], [0.1548, 0.6406, -0.3888], [-0.7462, 0.9643, -0.5699], [0.0766, 0.3345, 0.5616], [2.7325, 1.4212, -0.0980], [1.7478, 1.2603, -0.2189], [2.8105, 0.5448, 0.3666], [-2.3397, 0.6267, 0.5531], [-2.8202, 1.4095, 0.7440], [-2.9797, -0.0301, 0.0814], [0.5221, -2.5769, -0.7951], [0.5908, -1.9783, -1.5432], [-0.2080, -2.3653, -0.3369], [-0.5517, 0.0475, 2.5395], [-1.0661, 0.9051, 2.6008], [-1.4162, -0.4402, 2.7954]]
}

=====

*b*
{
  "formula": "H12O6",
  "method": "ωB97M-V/def2-TZVPD",
  "smiles": "O.O.O.O.O.O",
  "e_lumo_ha": 0.0254,
  "symbols": ["O", "H", "H", "O", "H", "H", "O", "H", "H", "O", "H", "H", "O", "H", "H", "O", "H", "H"],
  "xyz": [[-1.5711, -1.7847, 0.0563], [-2.0001, -2.4325, 0.6096], [-0.5743, -1.9932, 0.0112], [3.1614, -0.1723, 0.2823], [2.8168, 0.6396, -0.0412], [3.4679, -0.0268, 1.1798], [1.6663, 2.1256, -0.5194], [0.8695, 1.7247, -0.1329], [1.6638, 3.0544, -0.2874], [-1.1552, 1.6642, 0.7720], [-1.9373, 1.1562, 0.3960], [-1.5952, 2.4351, 1.0669], [-3.0660, 0.2402, -0.7955], [-3.8259, 0.0012, -0.3086], [-2.4258, -0.5091, -0.7022], [1.1739, -1.9493, -0.5496], [1.4466, -2.8284, -0.7857], [1.8847, -1.3448, -0.2515]]
}

=====

The least stable of them is *a*.

=====

*a*
{
  "formula": "H12O6",
  "method": "ωB97M-V/def2-TZVPD",
  "smiles": "O.O.O.O.O.O",
  "e_lumo_ha": 0.0189,
  "symbols": ["O", "H", "H", "O", "H", "H", "O", "H", "H", "O", "H", "H", "O", "H", "H", "O", "H", "H"],
  "xyz": [[-30.4563, 30.9665, -9.0951], [-30.6688, 31.1568, -8.1814], [-30.3259, 31.8262, -9.4952], [-32.2150, 20.8178, -12.6738], [-31.4131, 20.9556, -12.1696], [-32.0606, 21.2756, -13.5001], [-30.3449, 26.7557, -11.0717], [-30.4274, 26.1020, -10.3774], [-30.5470, 27.5875, -10.6433], [-32.0815, 27.7964, -15.0452], [-31.6757, 27.4977, -14.2314], [-31.3608, 27.8310, -15.6742], [-32.6680, 31.8650, -13.5654], [-33.2313, 31.9224, -12.7937], [-32.5971, 30.9269, -13.7416], [-29.6552, 20.9563, -8.9534], [-29.0995, 20.1904, -9.0985], [-29.6082, 21.1116, -8.0100]]
}

=====

*b*
{
  "formula": "H12O6",
  "method": "ωB97M-V/def2-TZVPD",
  "smiles": "O.O.O.O.O.O",
  "e_lumo_ha": 0.0029,
  "symbols": ["O", "H", "H", "O", "H", "H", "O", "H", "H", "O", "H", "H", "O", "H", "H", "O", "H", "H"],
  "xyz": [[-1.1296, -0.0284, 2.4268], [-2.0080, -0.2213, 1.9578], [-1.4154, 0.5214, 3.1435], [2.2409, -0.5791, -1.5440], [3.1220, -0.9292, -1.7101], [1.8108, -1.2480, -0.9262], [0.5250, 1.1705, 0.5704], [0.1730, 0.6300, 1.2915], [1.4092, 0.7968, 0.3963], [0.8764, -2.0242, 0.4438], [-0.0344, -1.8714, 0.5178], [0.8708, -2.9094, 0.0792], [-0.3648, 0.2429, -1.9769], [0.2829, -0.3225, -2.3744], [0.0810, 0.6209, -1.1634], [-2.3305, 2.4062, -0.4003], [-1.5015, 2.1521, 0.1152], [-2.6076, 1.5926, -0.8467]]
}

=====

The least stable of them is *a*.

=====

*a*
{
  "formula": "H12O6",
  "method": "ωB97M-V/def2-TZVPD",
  "e_lumo_ha": -0.0113,
  "symbols": ["O", "H", "H", "O", "H", "H", "O", "H", "H", "O", "H", "H", "O", "H", "H", "O", "H", "H"],
  "xyz": [[1.1248, -1.6728, -0.6415], [1.5506, -1.7569, -1.4946], [0.8831, -2.5681, -0.4045], [-1.3992, 0.4374, 2.3487], [-0.8785, 0.0606, 1.6394], [-0.9771, 1.2756, 2.5372], [0.2113, 0.0043, 0.5086], [0.7985, -0.6462, 0.1235], [-0.0471, 0.5596, -0.2269], [1.5347, 0.9118, 1.9285], [0.9023, 0.6253, 1.2696], [2.0475, 1.5906, 1.4898], [-1.4235, -1.4812, -2.0093], [-0.8918, -0.8443, -1.5319], [-2.3237, -1.1770, -1.8937], [-0.3932, 1.1751, -1.1546], [-0.9641, 1.8572, -0.8009], [0.2452, 1.6490, -1.6876]]
}

=====

*b*
{
  "formula": "H12O6",
  "method": "ωB97M-V/def2-TZVPD",
  "smiles": "O.O.O.O.O.O",
  "e_lumo_ha": 0.0081,
  "symbols": ["O", "H", "H", "O", "H", "H", "O", "H", "H", "O", "H", "H", "O", "H", "H", "O", "H", "H"],
  "xyz": [[-2.3225, 3.4489, 1.4531], [-2.1531, 2.4817, 1.3696], [-3.1763, 3.2071, 1.8529], [1.1038, 0.0650, 4.2166], [0.6768, -0.3991, 4.9413], [1.1787, 1.0027, 4.4463], [-3.0047, 0.7703, 2.1796], [-3.6632, 0.2964, 1.6555], [-2.8688, 0.1200, 2.9081], [2.7504, -4.6840, -2.2508], [2.4256, -4.0559, -2.9040], [2.4146, -4.4080, -1.3968], [1.9442, -2.0190, -3.1660], [1.1945, -1.4502, -2.9250], [2.5709, -1.3930, -3.5486], [-0.2231, 2.3153, -2.6238], [0.4394, 2.9096, -2.2558], [-1.0556, 2.7649, -2.3960]]
}

=====

*c*
{
  "formula": "H12O6",
  "method": "ωB97M-V/def2-TZVPD",
  "smiles": "O.O.O.O.O.O",
  "e_lumo_ha": -0.0121,
  "symbols": ["H", "H", "H", "H", "H", "H", "H", "H", "H", "H", "H", "H", "O", "O", "O", "O", "O", "O"],
  "xyz": [[-0.8112, 0.4591, 0.0525], [0.5569, 1.0842, -0.1655], [1.4844, -0.5338, 1.7440], [0.6134, -0.6963, 2.9788], [3.6812, -3.2776, -1.5861], [3.1307, -1.9135, -1.9685], [-0.8315, 3.2033, 2.2754], [-1.7166, 2.0615, 1.8031], [-1.1489, -3.9308, -0.3367], [-0.4288, -2.6189, -0.0716], [-2.5160, 3.3611, -2.9678], [-1.7207, 2.1029, -2.6605], [-0.3334, 1.2916, 0.1399], [0.8723, -0.0513, 2.3110], [3.9571, -2.3778, -1.7940], [-1.0705, 2.2922, 2.4801], [-1.2535, -3.0834, 0.1103], [-2.4650, 2.6276, -2.3446]]
}

=====

*d*
{
  "formula": "H12O6",
  "method": "ωB97M-V/def2-TZVPD",
  "smiles": "O.O.O.O.O.O",
  "e_lumo_ha": -0.0093,
  "symbols": ["O", "H", "H", "O", "H", "H", "O", "H", "H", "O", "H", "H", "O", "H", "H", "O", "H", "H"],
  "xyz": [[-0.1028, -2.3209, -0.3502], [-0.2988, -2.5849, 0.5534], [-0.9724, -2.1479, -0.6995], [-0.1024, 1.1276, -0.0268], [-0.7420, 0.4498, 0.2451], [-0.1245, 1.1136, -1.0045], [0.0107, 0.6787, -2.7366], [0.9375, 0.9002, -2.8445], [-0.0619, -0.1731, -3.1491], [0.5807, 2.6202, 2.3781], [1.2951, 3.1959, 2.0366], [0.2763, 2.1295, 1.6184], [-1.7232, -0.5227, 1.4059], [-2.5933, -0.9762, 1.2991], [-1.2581, -1.1553, 1.9416], [2.0127, -0.7821, -0.2233], [1.4876, -0.0899, 0.0974], [1.3788, -1.4625, -0.5412]]
}

=====

The least stable of them is *a*.

=====

*a*
{
  "formula": "H12O6",
  "method": "ωB97M-V/def2-TZVPD",
  "smiles": "O.O.O.O.O.O",
  "e_lumo_ha": 0.0052,
  "symbols": ["O", "H", "H", "O", "H", "H", "O", "H", "H", "O", "H", "H", "O", "H", "H", "O", "H", "H"],
  "xyz": [[8.1999, 23.8634, -8.8697], [7.9152, 22.9847, -8.7279], [7.5466, 24.4825, -9.2053], [10.4737, 23.7073, -6.6662], [11.2019, 23.0722, -6.7537], [10.6395, 24.3739, -7.3196], [8.0845, 24.5080, -3.4855], [7.9909, 24.7068, -4.4241], [7.6890, 23.6562, -3.3444], [8.2164, 21.6520, -5.7646], [8.8564, 21.4551, -6.4609], [8.0135, 22.6162, -5.8677], [7.5286, 24.3139, -6.0374], [6.8754, 25.0257, -5.9205], [7.9779, 24.5916, -6.7955], [5.0769, 25.2174, -5.3886], [4.2883, 25.4818, -4.9268], [4.7815, 24.6175, -6.0951]]
}

=====

*b*
{
  "formula": "H12O6",
  "method": "ωB97M-V/def2-TZVPD",
  "smiles": "O.O.O.O.O.O",
  "e_lumo_ha": 0.0144,
  "symbols": ["H", "H", "H", "H", "H", "H", "H", "H", "H", "H", "H", "H", "O", "O", "O", "O", "O", "O"],
  "xyz": [[1.2797, -1.0237, -0.9965], [2.6434, -0.8376, -0.3250], [0.5765, -0.9231, 1.2498], [-0.3526, 0.0277, 1.9564], [-1.1231, -0.7304, 0.3390], [-2.5509, -0.7188, -0.2553], [0.9761, 1.3459, -0.4996], [-0.5682, 1.1665, -0.8067], [-0.7157, -1.6071, -1.6294], [0.0791, -0.9441, -2.8120], [-0.1862, 2.0259, 1.0925], [0.3104, 2.1933, 2.5308], [1.7027, -0.4133, -0.3813], [-0.2601, -0.9398, 1.7560], [-1.6449, -0.5232, -0.4853], [0.1332, 1.8492, -0.5801], [0.1022, -1.7305, -2.1766], [-0.4017, 1.7830, 2.0232]]
}

=====

*c*
{
  "formula": "H12O6",
  "method": "ωB97M-V/def2-TZVPD",
  "smiles": "O.O.O.O.O.O",
  "e_lumo_ha": 0.0157,
  "symbols": ["O", "H", "H", "O", "H", "H", "O", "H", "H", "O", "H", "H", "O", "H", "H", "O", "H", "H"],
  "xyz": [[0.2856, 0.4899, -2.7240], [-0.4939, -0.0482, -2.6220], [0.0516, 1.1428, -3.3594], [1.4355, 0.6524, 1.4975], [2.3102, 0.6679, 1.7881], [1.5194, 0.4684, 0.5822], [2.4981, 0.5113, -0.9934], [2.6093, -0.1346, -1.7730], [1.7747, 1.0603, -1.3388], [-0.2118, 0.6166, 3.6933], [0.1848, 0.5447, 2.8315], [0.1900, 1.2455, 4.1320], [-1.8464, -1.0970, 1.3411], [-2.7434, -0.8852, 1.6692], [-1.2276, -0.4829, 1.7661], [-1.8104, -1.4606, -2.4193], [-2.8329, -1.1571, -2.4234], [-1.6932, -2.1343, -1.6476]]
}

=====

The least stable of them is *c*.